No. 1
Here is a cluster of 8 separate species, C48H43F5 in total in a non-equilibrium geometry from the Open Molecules 2025 dataset. Energies are from ωB97M-V/def2-TZVPD.

ORCA input file:
```
! RIJCOSX wB97M-V def2-TZVPD def2/J DEFGRID3
* xyz 0 1
F -0.353 -0.737 -4.922
C 0.451 0.195 -5.479
C 1.830 -0.010 -5.740
C 2.576 0.914 -6.411
C 2.022 2.135 -6.811
C 0.696 2.432 -6.436
C -0.088 1.448 -5.793
H 2.375 -0.865 -5.366
H 3.638 0.736 -6.497
H 2.634 2.914 -7.242
H 0.114 3.301 -6.707
H -1.136 1.608 -5.588
F -0.401 -3.288 2.022
C 0.446 -2.972 3.020
C 0.347 -1.772 3.739
C 1.119 -1.571 4.862
C 2.165 -2.438 5.148
C 2.352 -3.574 4.339
C 1.483 -3.836 3.330
H -0.344 -1.006 3.420
H 1.066 -0.589 5.308
H 2.887 -2.217 5.920
H 3.155 -4.252 4.588
H 1.614 -4.761 2.787
F -7.509 -1.581 2.813
C -6.232 -1.553 2.972
C -5.444 -2.174 1.977
C -4.022 -2.160 2.051
C -3.437 -1.336 3.010
C -4.238 -0.679 3.969
C -5.634 -0.793 3.943
H -6.009 -2.653 1.190
H -3.443 -2.811 1.413
H -2.358 -1.325 3.064
H -3.881 -0.104 4.811
H -6.191 -0.437 4.797
F -6.798 5.511 1.063
C -5.859 4.541 1.182
C -4.713 4.771 1.968
C -3.801 3.733 2.149
C -3.979 2.597 1.392
C -5.033 2.282 0.588
C -6.002 3.333 0.515
H -4.561 5.757 2.381
H -2.882 3.914 2.687
H -3.226 1.825 1.465
H -5.167 1.294 0.171
H -6.802 3.249 -0.206
F -1.347 0.388 1.633
C -0.475 0.296 0.553
C -0.721 -0.536 -0.529
C 0.161 -0.612 -1.667
C 1.277 0.218 -1.652
C 1.548 1.077 -0.583
C 0.681 1.078 0.474
H -1.508 -1.263 -0.393
H 0.040 -1.336 -2.459
H 1.967 0.009 -2.456
H 2.504 1.579 -0.551
H 0.835 1.721 1.327
C 7.291 0.363 -2.500
C 7.165 -0.331 -1.266
C 6.201 0.075 -0.332
C 5.450 1.235 -0.587
C 5.547 1.884 -1.791
C 6.522 1.433 -2.717
H 8.132 0.224 -3.163
H 7.876 -1.108 -1.028
H 6.027 -0.400 0.622
H 4.654 1.544 0.075
H 4.957 2.762 -2.007
H 6.582 1.881 -3.698
C -1.295 -6.227 -3.696
C 0.023 -6.439 -3.853
C 0.846 -5.283 -3.772
C 0.325 -3.997 -3.537
C -1.075 -3.832 -3.447
C -1.889 -4.997 -3.564
H -1.920 -7.085 -3.896
H 0.354 -7.461 -3.967
H 1.904 -5.434 -3.927
H 1.087 -3.233 -3.483
H -1.465 -2.836 -3.303
H -2.955 -4.857 -3.458
C 0.826 2.778 4.565
C -0.298 2.887 3.716
C -0.128 3.644 2.549
C 1.070 4.291 2.353
C 2.143 4.296 3.308
C 2.014 3.514 4.414
H 0.824 2.050 5.363
H -1.182 2.305 3.931
H -0.911 3.652 1.804
H 1.064 4.778 1.389
H 3.040 4.889 3.207
H 2.804 3.422 5.144
*
```

HOMO   -0.3298 Eh

No. 2
Here is a structure of composition C48H43N2O4P2PdS in a non-equilibrium geometry from the Open Molecules 2025 dataset. Energies are from ωB97M-V/def2-TZVPD.

ORCA input file:
```
! RIJCOSX wB97M-V def2-TZVPD def2/J DEFGRID3
* xyz 1 5
Pd 0.759 -0.885 -0.008
C -1.727 -1.782 -2.350
P -0.054 -0.993 -2.417
C 0.924 -2.271 -3.287
C 1.320 -2.133 -4.614
C 2.065 -3.130 -5.235
C 2.406 -4.279 -4.540
C 1.995 -4.437 -3.221
C 1.266 -3.436 -2.597
C -0.122 0.415 -3.533
C 1.103 1.040 -3.798
C 1.142 2.205 -4.547
C -0.042 2.769 -5.015
C -1.258 2.167 -4.734
C -1.300 0.993 -3.991
C -1.996 -2.321 -0.988
C -3.113 -3.133 -0.534
C -2.998 -3.208 0.812
C -1.814 -2.436 1.159
C -1.325 -2.053 2.507
P 0.360 -1.242 2.495
C 0.140 0.172 3.614
C -0.888 1.077 3.342
C -1.047 2.210 4.127
C -0.172 2.457 5.178
C 0.870 1.577 5.432
C 1.033 0.440 4.649
C 1.337 -2.456 3.438
C 0.958 -2.837 4.730
C 1.684 -3.792 5.422
C 2.799 -4.380 4.833
C 3.184 -4.010 3.554
C 2.454 -3.050 2.858
N -1.228 -1.954 0.054
H -1.804 -2.563 -3.106
H -2.500 -1.041 -2.574
H 1.048 -1.244 -5.170
H 2.366 -3.011 -6.269
H 2.985 -5.055 -5.027
H 2.250 -5.340 -2.677
H 0.956 -3.568 -1.571
H 2.020 0.618 -3.402
H 2.092 2.682 -4.756
H -0.014 3.691 -5.586
H -2.183 2.618 -5.073
H -2.266 0.555 -3.767
H -3.889 -3.555 -1.162
H -3.661 -3.705 1.509
H -1.305 -2.923 3.164
H -2.042 -1.353 2.944
H -1.543 0.916 2.494
H -1.847 2.909 3.908
H -0.298 3.340 5.793
H 1.562 1.774 6.244
H 1.853 -0.238 4.849
H 0.097 -2.373 5.203
H 1.383 -4.078 6.423
H 3.365 -5.127 5.376
H 4.051 -4.469 3.092
H 2.749 -2.764 1.859
C 2.718 -1.388 -0.222
C 3.975 -1.479 -0.293
C 5.349 -1.577 -0.378
C 5.955 -2.217 -1.490
C 7.324 -2.298 -1.563
C 8.109 -1.745 -0.545
C 7.528 -1.110 0.558
C 6.160 -1.024 0.650
H 5.328 -2.635 -2.267
H 7.794 -2.785 -2.407
H 9.189 -1.808 -0.614
H 8.152 -0.687 1.334
H 5.682 -0.536 1.491
C -6.592 4.944 2.705
C -5.877 4.400 1.494
C -5.465 3.069 1.441
C -4.817 2.567 0.325
C -4.582 3.409 -0.756
C -4.980 4.739 -0.731
C -5.629 5.222 0.395
S -3.658 2.800 -2.121
O -3.604 3.856 -3.089
O -4.155 1.497 -2.479
N -2.162 2.528 -1.547
C -1.428 3.527 -0.752
C 0.048 3.143 -0.727
C 0.302 1.726 -0.260
O 1.472 1.237 -0.402
O -0.644 1.033 0.211
H -6.563 4.239 3.536
H -7.640 5.146 2.474
H -6.145 5.883 3.033
H -5.665 2.416 2.284
H -4.511 1.526 0.277
H -4.786 5.372 -1.589
H -5.951 6.258 0.424
H -2.104 1.601 -1.137
H -1.819 3.616 0.264
H -1.536 4.495 -1.239
H 0.610 3.816 -0.074
H 0.476 3.228 -1.729
*
```

Expectation value of S²   6.050
HOMO (alpha / beta)   -0.3493 / -0.3917 Eh

No. 3
Here is a structure of composition C48H44AsBrF6N6OSn from the Open Molecules 2025 dataset. Energies are from ωB97M-V/def2-TZVPD.

ORCA input file:
```
! RIJCOSX wB97M-V def2-TZVPD def2/J DEFGRID3
* xyz 2 1
Sn 0.192 0.949 0.534
Br 0.172 0.146 3.467
C 2.064 0.412 3.511
C 2.653 0.310 4.732
C 4.057 0.389 4.835
C 4.809 0.544 3.713
C 4.204 0.678 2.438
C 5.010 0.837 1.287
C 4.462 0.957 0.047
C 3.059 0.964 -0.096
C 2.253 0.813 1.002
C 2.785 0.639 2.308
H 2.053 0.156 5.618
H 4.521 0.306 5.808
H 5.890 0.562 3.774
H 6.085 0.872 1.415
H 5.090 1.084 -0.825
H 2.643 1.128 -1.075
C 0.924 3.968 -2.321
C 0.113 3.796 -1.044
O 0.561 2.687 -0.331
C -1.386 3.671 -1.411
F -1.786 4.609 -2.259
F -1.599 2.463 -2.003
F -2.208 3.705 -0.346
C 0.333 5.039 -0.145
F -0.001 6.163 -0.777
F -0.377 4.983 0.997
F 1.621 5.109 0.201
H 0.772 3.104 -2.966
H 1.977 4.037 -2.053
H 0.635 4.869 -2.857
C -1.505 -1.541 -2.810
C -1.231 -0.846 -1.652
N -0.185 -0.016 -1.540
C 0.605 0.159 -2.605
C 0.410 -0.505 -3.810
C -0.665 -1.382 -3.899
C 1.383 -0.323 -4.912
C 1.611 0.794 -5.597
C 0.874 2.075 -5.524
C -0.471 2.187 -5.190
C -1.011 3.462 -5.178
N -0.296 4.543 -5.467
C 0.971 4.326 -5.809
N 1.591 3.151 -5.857
H -2.351 -2.213 -2.847
H -1.846 -0.977 -0.773
H 1.432 0.844 -2.503
H -0.853 -1.916 -4.823
H 1.979 -1.201 -5.143
H 2.435 0.813 -6.300
H -1.088 1.323 -4.988
H -2.054 3.626 -4.927
H 1.562 5.194 -6.078
C 3.264 -3.822 4.043
C 1.903 -4.047 4.196
C 1.000 -3.517 3.283
C 1.472 -2.777 2.207
C 2.836 -2.540 2.057
C 3.731 -3.069 2.974
As 0.286 -2.056 0.864
C 0.662 -3.163 -0.671
C 1.772 -3.115 -1.499
C 1.866 -4.013 -2.556
C 0.851 -4.938 -2.775
C -0.266 -4.974 -1.951
C -0.374 -4.076 -0.896
C -1.515 -3.976 0.043
C -2.688 -4.722 -0.010
C -3.687 -4.509 0.931
C -3.534 -3.554 1.930
C -2.373 -2.794 1.985
C -1.369 -3.018 1.053
H 3.963 -4.238 4.757
H 1.541 -4.639 5.027
H -0.061 -3.696 3.408
H 3.204 -1.953 1.222
H 4.793 -2.897 2.852
H 2.564 -2.395 -1.325
H 2.733 -3.997 -3.203
H 0.935 -5.643 -3.592
H -1.044 -5.704 -2.135
H -2.829 -5.469 -0.780
H -4.593 -5.100 0.888
H -4.317 -3.409 2.663
H -2.248 -2.042 2.758
C -4.259 -0.263 0.431
N -4.018 0.684 1.514
C -5.225 1.359 2.010
C -2.800 1.205 1.724
N -1.843 1.068 0.790
N -2.595 1.902 2.853
C -3.110 1.444 4.144
C -1.657 3.022 2.904
H -5.220 -0.741 0.606
H -3.498 -1.039 0.431
H -4.303 0.235 -0.544
H -5.795 0.696 2.660
H -5.847 1.630 1.156
H -4.965 2.263 2.548
H -2.228 0.917 -0.136
H -3.617 0.489 4.034
H -3.799 2.170 4.576
H -2.270 1.322 4.830
H -1.510 3.424 1.908
H -0.698 2.750 3.342
H -2.100 3.802 3.523
*
```

HOMO   -0.4874 Eh

No. 4
Here is a structure of composition C48H44CsOPSi in a non-equilibrium geometry from the Open Molecules 2025 dataset. Energies are from ωB97M-V/def2-TZVPD.

ORCA input file:
```
! RIJCOSX wB97M-V def2-TZVPD def2/J DEFGRID3
* xyz -2 1
Cs -0.639 -0.001 -0.976
C 4.643 1.467 -0.796
C 4.027 0.864 0.422
C 4.220 -0.481 0.723
C 3.605 -1.074 1.819
C 2.783 -0.321 2.638
C 2.583 1.030 2.356
C 3.192 1.620 1.262
H 4.994 2.483 -0.616
H 3.876 1.549 -1.565
H 5.470 0.863 -1.171
H 4.857 -1.076 0.077
H 3.771 -2.129 2.031
H 2.304 -0.775 3.499
H 1.942 1.618 3.005
H 3.021 2.671 1.033
C 1.280 2.145 -1.809
C 2.195 2.933 -2.083
C 3.298 3.807 -2.384
C 3.516 4.878 -1.438
C 2.797 4.841 -0.200
C 2.943 5.797 0.783
C 3.792 6.893 0.624
C 4.457 7.001 -0.592
C 4.329 6.047 -1.587
C 4.080 3.423 -3.538
C 5.441 3.753 -3.838
C 6.092 3.274 -4.963
C 5.466 2.432 -5.875
C 4.153 2.054 -5.590
C 3.493 2.513 -4.471
H 2.100 4.020 -0.062
H 2.371 5.691 1.701
H 3.904 7.642 1.400
H 5.085 7.868 -0.783
H 4.817 6.242 -2.521
H 6.017 4.336 -3.149
H 7.132 3.554 -5.118
H 5.982 2.067 -6.756
H 3.632 1.376 -6.262
H 2.482 2.184 -4.262
C -4.684 -2.452 -2.363
Si -3.947 -0.675 -2.695
C -4.646 -0.420 -4.480
C -5.279 0.332 -1.708
C -5.666 -0.045 -0.415
C -6.567 0.685 0.347
C -7.127 1.850 -0.164
C -6.769 2.255 -1.443
C -5.869 1.508 -2.193
H -5.765 -2.509 -2.554
H -4.508 -2.783 -1.333
H -4.186 -3.179 -3.015
H -5.733 -0.565 -4.533
H -4.173 -1.144 -5.153
H -4.413 0.572 -4.876
H -5.244 -0.948 0.002
H -6.833 0.349 1.345
H -7.826 2.432 0.425
H -7.193 3.163 -1.859
H -5.610 1.854 -3.189
O -1.656 -1.265 1.086
P -1.398 -2.440 1.954
C -2.898 -3.422 2.175
C -2.902 -4.739 2.628
C -4.103 -5.419 2.758
C -5.296 -4.790 2.420
C -5.292 -3.485 1.951
C -4.091 -2.800 1.833
C -0.808 -1.954 3.590
C -0.551 -0.600 3.781
C -0.096 -0.149 5.013
C 0.107 -1.047 6.048
C -0.150 -2.401 5.862
C -0.610 -2.853 4.636
C -0.185 -3.574 1.253
C -0.512 -4.152 0.025
C 0.408 -4.953 -0.629
C 1.656 -5.182 -0.060
C 1.987 -4.605 1.156
C 1.069 -3.794 1.812
H -1.968 -5.245 2.849
H -4.108 -6.445 3.104
H -6.232 -5.329 2.507
H -6.214 -3.001 1.658
H -4.059 -1.790 1.452
H -0.703 0.087 2.959
H 0.111 0.904 5.154
H 0.470 -0.695 7.005
H 0.007 -3.102 6.672
H -0.815 -3.909 4.497
H -1.479 -3.954 -0.428
H 0.158 -5.384 -1.590
H 2.379 -5.799 -0.578
H 2.968 -4.764 1.585
H 1.341 -3.314 2.744
*
```

HOMO   0.0218 Eh

Number 1: total energy -64057.9481 eV. Number 2: total energy -94527.9548 eV. Number 3: total energy -214484.1086 eV. Number 4: total energy -70250.1634 eV.